1.
{
  "formula": "C47H41F6N2O4PS2Sb2Ti",
  "method": "ωB97M-V/def2-TZVPD",
  "elements": ["C", "C", "C", "C", "C", "C", "C", "C", "H", "C", "H", "Ti", "C", "H", "C", "S", "F", "C", "H", "C", "H", "C", "Sb", "H", "C", "H", "C", "H", "C", "Sb", "C", "N", "H", "H", "H", "H", "H", "H", "H", "H", "H", "C", "H", "C", "C", "C", "C", "H", "C", "C", "O", "C", "H", "H", "C", "C", "C", "C", "C", "H", "H", "C", "C", "C", "F", "H", "H", "P", "O", "F", "C", "H", "H", "H", "C", "H", "C", "H", "C", "H", "C", "C", "O", "S", "C", "C", "C", "H", "H", "N", "H", "H", "O", "C", "H", "H", "F", "H", "C", "H", "C", "H", "H", "F", "C", "F"],
  "xyz": [[-4.48, -3.24, 1.04], [-2.78, -0.03, 3.19], [-1.18, 4.34, -2.91], [3.87, 3.13, 0.24], [4.34, -2.06, 3.63], [-4.99, 0.69, 0.83], [0.37, 2.64, -2.17], [0.93, 1.00, 2.20], [-5.60, -3.40, -2.65], [4.81, -0.20, -2.93], [2.02, 6.32, 1.37], [0.13, -1.47, -0.98], [0.16, 1.66, 1.06], [-3.69, 3.24, -1.75], [4.75, -0.50, -0.54], [-0.68, -1.74, -3.21], [-1.18, -0.19, -5.26], [1.02, -0.53, 2.13], [-4.03, -1.65, -1.92], [-0.79, 4.15, -4.22], [5.23, -0.35, 0.42], [-4.41, -2.37, -1.20], [1.41, 1.51, -0.69], [-1.13, -3.26, 4.53], [0.19, 3.20, -4.52], [6.07, 0.09, 5.59], [-4.05, 2.53, -1.02], [1.17, -0.95, 3.12], [-1.94, -2.26, 2.82], [2.50, -1.89, 1.17], [-3.76, 0.48, 0.20], [-1.42, -1.03, -0.18], [5.29, 0.19, -3.82], [6.32, 0.51, -1.59], [5.65, 4.09, 0.96], [-0.94, 3.74, -0.87], [4.40, 2.25, -0.10], [-0.01, 2.72, 1.27], [-5.73, -4.95, 1.34], [-2.36, 1.22, -1.24], [-6.44, -5.07, -1.02], [-5.73, 1.82, 0.55], [4.02, 0.85, 1.92], [-5.76, -4.29, -0.70], [2.48, 3.21, 0.08], [5.08, 0.61, 3.75], [3.00, -1.39, -1.90], [-1.72, -3.08, 2.15], [-1.31, -4.87, -1.88], [-3.99, -2.31, 0.13], [1.21, -5.20, -2.54], [-0.51, -1.32, -5.02], [0.49, 3.04, -5.54], [-3.23, 0.88, 2.81], [1.83, 4.37, 0.48], [-1.59, -2.36, 4.16], [-1.83, -1.29, 5.01], [-3.29, 1.40, -0.73], [-2.42, -0.13, 4.53], [0.40, 1.22, 3.14], [5.41, -2.29, 5.47], [4.58, 4.17, 0.83], [5.48, -0.27, 4.76], [5.11, -1.60, 4.69], [-2.05, -4.87, -2.97], [-4.17, -3.20, 2.08], [5.36, 1.66, 3.80], [-2.81, -1.01, 0.54], [-2.12, -1.83, -3.15], [-0.99, -2.28, -5.80], [-2.55, -1.11, 2.33], [2.10, -1.97, -2.05], [-1.55, -1.35, 6.06], [-5.84, 3.63, -0.59], [-5.26, 2.75, -0.37], [0.06, -0.90, 1.76], [-5.29, -3.36, -1.61], [3.18, -1.10, -4.01], [3.91, 5.32, 1.25], [-5.37, -0.05, 1.53], [4.32, 0.15, 2.69], [0.76, 2.46, -3.50], [0.07, -0.51, -2.71], [0.36, -4.10, -2.24], [2.54, 5.42, 1.06], [-5.36, -4.23, 0.63], [3.53, -1.16, -0.62], [1.92, 1.46, 2.31], [-6.68, 1.98, 1.04], [0.20, -3.11, -3.43], [-0.80, 1.17, 0.88], [4.46, 6.13, 1.71], [0.68, -3.39, -0.95], [3.93, -1.19, 2.61], [0.76, 4.49, 0.34], [-1.94, 5.08, -2.68], [-1.94, -4.21, -0.92], [1.52, 1.72, -3.74], [-0.61, 3.59, -1.89], [4.06, -3.10, 3.59], [5.38, -0.02, -1.68], [-2.59, 0.71, 5.19], [-1.24, 4.73, -5.02], [0.78, -1.11, -5.35], [3.62, -0.91, -3.04], [-1.10, -6.12, -1.47]],
  "mulliken_charge": [-0.482, -0.946, -0.788, 0.002, -0.770, -0.634, 1.074, -0.767, 0.445, -0.830, 0.427, 0.619, -0.394, 0.540, -0.345, 1.595, -0.200, 0.227, 0.311, -0.726, 0.636, -0.423, -0.390, 0.466, -0.531, 0.388, -0.789, 0.711, -0.182, 0.843, 0.427, 0.631, 0.390, 0.440, 0.459, 0.534, 0.113, 0.855, 0.435, 0.316, 0.389, -0.815, 0.493, -0.567, 0.992, -0.955, -0.445, 0.454, 0.580, 0.912, -0.677, 0.153, 0.455, 0.377, -0.298, -0.867, -0.650, 0.023, -0.688, 0.541, 0.401, -0.659, -0.580, -0.563, -0.228, 0.375, 0.502, -0.154, -0.834, -0.213, 0.503, 0.783, 0.400, 0.409, -0.647, -1.136, -0.615, 0.582, -0.561, 0.452, 0.160, -0.759, 0.409, 1.253, -0.942, -0.703, -0.196, 0.145, 0.421, -0.808, -0.490, 0.386, -0.373, 0.079, 0.183, 0.472, -0.094, 0.219, -0.306, 0.374, -0.487, 0.432, 0.386, -0.205, -0.638, -0.230],
  "e_tot_ha": -5292.86980,
  "gap_ev": [7.0, 7.0],
  "de_lowest_kcal_mol": 60.4,
  "spin_multiplicity": 1
}

***

2.
{
  "formula": "C47H41F6N2O4PS2Sb2Ti",
  "method": "ωB97M-V/def2-TZVPD",
  "elements": ["H", "C", "C", "C", "C", "H", "H", "C", "N", "C", "C", "S", "C", "C", "F", "C", "C", "C", "C", "Sb", "C", "H", "H", "C", "Sb", "C", "H", "C", "H", "H", "C", "H", "H", "F", "C", "C", "H", "C", "H", "C", "O", "F", "H", "C", "H", "C", "H", "C", "C", "C", "H", "H", "H", "C", "C", "Ti", "C", "C", "C", "H", "F", "S", "H", "C", "C", "C", "H", "H", "H", "H", "H", "F", "C", "C", "H", "H", "N", "H", "H", "C", "H", "C", "H", "H", "F", "C", "H", "C", "O", "H", "P", "O", "C", "C", "C", "H", "H", "C", "O", "C", "H", "H", "H", "H", "H", "C"],
  "xyz": [[-5.85, -5.22, -0.52], [0.17, -0.06, -2.06], [-3.44, -0.12, -3.28], [-4.40, -4.50, 2.46], [-5.23, -5.13, 1.54], [6.43, 1.10, -0.10], [-2.88, -3.02, 2.76], [-0.04, 2.12, -3.01], [-0.16, 0.09, 4.37], [-5.17, 4.30, -1.14], [-1.19, -3.77, -1.77], [0.45, 1.79, 4.18], [2.33, 1.64, -0.11], [4.31, -0.58, 0.71], [-2.81, 0.60, 2.98], [-2.77, 3.01, -0.53], [-0.17, -4.48, -2.37], [1.39, -3.62, -0.75], [-0.93, -2.97, -0.65], [-1.04, 1.89, -0.06], [-5.02, 3.67, 0.08], [0.45, 3.74, 1.18], [1.13, -1.55, -3.26], [5.25, 2.52, 1.01], [3.61, 1.26, 1.57], [0.57, 1.66, -4.18], [-4.39, -0.25, 0.46], [-4.31, -3.76, -0.22], [8.35, 4.84, 0.66], [0.05, -0.74, -1.22], [-4.13, 4.30, -2.06], [0.03, 4.27, -0.45], [1.52, 0.92, 0.06], [0.01, -3.41, 3.13], [-3.83, 3.01, 0.38], [6.36, 4.64, 1.44], [-6.10, 4.80, -1.39], [-3.52, -3.52, 2.05], [-5.69, 1.15, -1.09], [0.37, -2.91, -0.14], [1.81, 1.84, 4.63], [-1.99, 2.68, 2.83], [5.50, -4.03, -0.64], [-4.51, 0.62, -2.81], [-2.20, -3.85, -2.17], [0.79, -0.52, -3.21], [0.58, -2.29, 0.72], [-3.05, -0.99, -1.07], [6.39, 2.09, 0.33], [7.50, 2.92, 0.21], [0.73, 2.35, -5.00], [-2.14, 3.68, -2.48], [4.93, -3.75, 1.76], [0.43, 3.44, 0.13], [5.16, -3.07, -0.26], [-0.92, 0.23, 2.31], [0.98, 0.34, -4.28], [1.13, -4.40, -1.87], [-0.14, -2.59, 4.16], [1.72, 3.14, -1.51], [-1.43, -2.37, 4.36], [0.84, -1.03, 3.85], [4.18, -1.57, 2.61], [-2.72, -0.93, -2.42], [4.85, -2.91, 1.08], [1.80, 3.05, -0.42], [6.35, 5.63, 1.88], [-5.82, 3.68, 0.81], [-5.08, 1.25, -3.48], [2.88, 1.27, -0.97], [-3.74, 2.50, 1.32], [0.35, -3.17, 5.25], [-2.93, 3.66, -1.75], [-4.86, 0.57, -1.46], [-1.88, -1.50, -2.80], [-0.30, 3.17, -2.95], [-1.65, -1.13, 1.38], [-0.38, -5.09, -3.24], [5.30, -2.10, -2.17], [7.48, 4.20, 0.76], [2.40, -3.55, -0.36], [-0.27, 1.26, -1.94], [8.38, 2.57, -0.31], [1.45, -0.01, -5.19], [-3.98, 2.48, 3.57], [5.26, 3.80, 1.57], [2.54, 3.80, -0.12], [-5.19, -4.75, 0.20], [2.09, -1.32, 4.45], [-4.31, -3.45, -1.25], [-2.21, -1.99, 0.16], [0.87, -0.88, 2.35], [-2.77, 2.02, 3.85], [-3.45, -3.16, 0.71], [4.63, -0.75, -0.64], [1.93, -4.95, -2.35], [4.40, 4.15, 2.14], [4.42, -1.68, 1.56], [0.41, 1.67, 2.58], [-4.13, -0.23, -0.60], [-3.16, -0.07, -4.33], [-4.45, -4.78, 3.51], [-5.91, -5.90, 1.86], [4.57, 0.08, -1.33], [-4.24, 4.80, -3.02], [5.05, -1.98, -1.12]],
  "mulliken_charge": [0.423, 0.560, -0.682, -0.729, -0.539, 0.333, 0.181, -0.984, -0.686, -0.519, -0.758, 0.707, 0.874, 0.050, -0.521, 1.105, -0.839, -0.696, 1.014, 1.369, -0.701, 0.525, 0.466, 0.415, 1.142, -1.070, 0.455, -0.612, 0.369, -0.218, -0.805, 0.874, -1.620, -0.179, -0.509, -0.643, 0.381, -0.493, 0.551, -0.103, -0.449, -0.105, 0.389, -0.736, 0.360, -0.838, 0.140, 0.728, -0.148, -0.680, 0.418, 0.055, 0.414, -1.191, -0.560, 0.519, -1.026, -0.730, 0.625, 0.144, -0.261, 1.353, 0.351, -0.293, -0.546, -0.942, 0.378, 0.457, 0.401, 0.366, 0.198, -0.231, -0.591, -0.754, 0.295, 0.480, 1.030, 0.414, 0.403, -0.426, 0.451, 1.592, 0.383, 0.402, -0.079, -0.661, 0.659, -0.768, -0.663, 0.284, 0.602, -0.289, -0.632, 0.866, -0.156, 0.429, 0.382, -0.632, -0.324, -0.643, 0.459, 0.467, 0.387, 0.521, 0.456, -0.788],
  "e_tot_ha": -5292.91463,
  "gap_ev": 7.1,
  "de_lowest_kcal_mol": 32.3,
  "spin_multiplicity": 1
}